No. 1
ORCA calculation (ωB97M-V/def2-TZVPD) on 2 unconnected molecules or ions with the total composition C3H7BO3 in a non-equilibrium geometry.

The value obtained for the HOMO-LUMO gap is 9.31 eV. The highest occupied orbital energy comes out at -0.321 hartree.

CARTESIAN COORDINATES (ANGSTROEM)
B 1.743 -0.020 0.179
C -1.090 0.537 -0.069
C -2.426 -0.073 0.052
C 0.467 -0.886 -0.029
O -0.740 1.671 -0.250
O 2.943 -0.738 0.382
O 1.919 1.281 -0.115
H -2.435 -1.265 -0.059
H -3.050 0.477 -0.622
H -2.750 0.124 1.162
H 0.093 -1.531 0.763
H 0.343 -1.116 -1.104
H 3.773 -0.192 0.184
H 1.209 1.730 -0.474

No. 2
ORCA calculation (ωB97M-V/def2-TZVPD) on 27 unconnected molecules or ions with the total composition C23H86Br3F3INO28P in a non-equilibrium geometry.

As for the total charge: +1. The value obtained for the HOMO-LUMO gap is 6.60 eV. The highest occupied orbital energy comes out at -0.378 hartree.

CARTESIAN COORDINATES (ANGSTROEM)
C -1.535 -2.007 4.194
C -1.731 -0.911 3.121
C -0.515 -0.761 2.206
O -0.975 -0.545 0.854
C -0.127 -0.999 -0.152
C 0.109 -2.520 -0.253
C -0.920 -3.388 0.507
C -0.617 -4.838 0.379
F 0.459 -5.239 1.104
C -1.359 -5.762 -0.320
F -2.206 -6.598 0.243
F -1.242 -5.890 -1.615
C -1.029 -0.635 -1.410
C -2.481 -1.118 -1.383
C -2.683 -2.374 -2.201
O -2.031 -2.709 -3.127
I -4.354 -3.626 -1.612
C -0.943 0.889 -1.253
C -1.908 1.938 -1.601
Br -1.882 2.364 -3.477
C -2.711 2.545 -0.748
C -3.727 3.573 -1.066
Br -2.598 2.074 1.094
N 0.183 1.189 -0.744
C 1.047 -0.021 -0.511
C 1.739 -0.144 -1.910
C 2.406 -1.491 -2.257
C 3.801 -1.240 -2.863
Br 1.372 -2.379 -3.697
P 2.287 0.362 0.847
C 4.022 -0.076 0.420
C 4.812 1.103 -0.201
C 2.092 2.070 1.489
C 2.349 2.092 3.034
H -1.974 -1.692 5.133
H -2.030 -2.923 3.885
H -0.474 -2.228 4.292
H -2.546 -1.246 2.478
H -2.041 0.041 3.540
H -0.005 0.151 2.513
H 0.188 -1.582 2.297
H 0.020 -2.784 -1.300
H 1.099 -2.823 0.084
H -0.840 -3.214 1.580
H -1.954 -3.196 0.244
H -0.660 -0.965 -2.383
H -3.099 -0.353 -1.851
H -2.900 -1.263 -0.389
H -4.673 3.268 -0.599
H -3.449 4.487 -0.550
H -3.880 3.730 -2.119
H 0.418 2.168 -0.597
H 2.528 0.602 -1.928
H 1.086 0.119 -2.737
H 2.509 -2.161 -1.416
H 4.306 -0.403 -2.392
H 4.394 -2.144 -2.906
H 3.636 -0.957 -3.900
H 4.115 -0.989 -0.157
H 4.498 -0.273 1.378
H 5.135 1.815 0.554
H 4.247 1.670 -0.938
H 5.713 0.714 -0.662
H 2.796 2.763 1.026
H 1.095 2.481 1.334
H 1.731 2.900 3.406
H 3.402 2.279 3.152
H 2.028 1.140 3.436
O 4.245 0.045 4.322
H 5.042 0.556 4.150
H 4.377 -0.294 5.214
O -0.669 -9.087 0.823
H -1.092 -8.284 0.502
H 0.271 -8.947 0.660
O 3.634 4.303 4.536
H 3.874 4.050 5.435
H 2.674 4.364 4.555
O -0.690 -11.182 2.854
H 0.114 -11.206 3.390
H -0.514 -10.504 2.187
O 5.645 6.807 4.240
H 6.455 6.499 3.819
H 5.089 6.027 4.293
O 4.277 -3.210 -5.306
H 4.312 -4.169 -5.377
H 3.343 -3.014 -5.156
O 2.427 -11.035 3.668
H 2.476 -10.136 3.336
H 3.351 -11.312 3.712
O -6.672 3.562 -1.092
H -6.490 3.566 -2.038
H -7.361 2.896 -0.992
O 7.302 2.050 -1.842
H 7.938 2.749 -1.660
H 7.352 1.932 -2.796
O -1.712 3.956 -6.850
H -1.634 3.611 -5.956
H -2.649 4.149 -6.954
O 0.985 -12.733 1.100
H 0.314 -12.568 1.784
H 0.500 -13.172 0.395
O 4.555 5.398 1.066
H 4.392 5.186 1.993
H 5.094 6.197 1.102
O 2.686 5.342 -0.990
H 3.460 5.484 -0.411
H 2.832 5.939 -1.732
O 4.942 -10.489 2.927
H 5.537 -9.755 3.111
H 4.942 -10.558 1.966
O -0.106 5.096 -0.589
H -0.620 5.794 -1.010
H 0.825 5.354 -0.720
O -5.319 1.073 -3.247
H -5.162 0.860 -4.175
H -4.426 1.123 -2.865
O -4.090 5.896 -2.551
H -4.451 6.712 -2.915
H -3.134 5.986 -2.673
O -4.480 -0.666 1.435
H -4.128 0.231 1.424
H -5.342 -0.587 0.995
O -1.257 6.623 -3.493
H -1.132 7.511 -3.846
H -0.364 6.278 -3.385
O -5.944 6.748 0.141
H -5.177 6.419 -0.344
H -6.565 6.011 0.126
O -7.280 0.496 -1.202
H -8.164 0.476 -1.587
H -6.684 0.589 -1.960
O 7.183 5.087 2.217
H 7.397 4.988 1.284
H 6.563 4.371 2.389
O -1.971 -9.768 -1.998
H -2.093 -10.109 -1.105
H -1.360 -9.036 -1.884
O -7.705 -2.074 -2.155
H -6.891 -1.584 -2.303
H -7.582 -2.470 -1.286
O -4.393 8.985 1.715
H -5.054 9.205 2.377
H -4.889 8.546 1.015
O -1.325 9.656 0.883
H -1.076 9.327 1.751
H -2.280 9.778 0.947

No. 3
ORCA calculation (ωB97M-V/def2-TZVPD) on 2 unconnected molecules or ions with the total composition C16H21ClO4 in a non-equilibrium geometry.

The value obtained for the HOMO-LUMO gap is 5.13 eV. The highest occupied orbital energy comes out at -0.249 hartree.

CARTESIAN COORDINATES (ANGSTROEM)
C 0.141 -3.032 4.064
C 0.430 -1.554 3.972
O -0.073 -1.100 2.682
C 0.035 0.221 2.428
C -1.145 0.838 1.737
Cl -1.884 1.964 2.771
C -2.207 0.001 1.067
O -3.014 0.535 0.312
O -2.261 -1.300 1.418
C -3.601 -1.858 1.509
C -3.449 -3.308 1.894
O 0.976 0.926 2.781
H 0.747 -3.464 4.861
H -0.907 -3.220 4.326
H 0.380 -3.557 3.134
H -0.102 -1.003 4.767
H 1.510 -1.349 4.012
H -4.144 -1.301 2.293
H -4.103 -1.745 0.537
H -4.399 -3.821 1.735
H -2.686 -3.818 1.297
H -3.207 -3.415 2.958
C -0.710 4.308 1.034
C -0.096 3.154 0.328
C -0.902 2.455 -0.683
C 1.330 3.099 0.258
C 2.015 2.611 -0.894
C 3.298 3.057 -1.179
C 3.993 3.842 -0.248
C 3.413 4.148 0.995
C 2.121 3.721 1.270
H -0.339 4.388 2.058
H -0.419 5.234 0.509
H -1.801 4.258 1.055
H -0.471 1.463 -0.836
H -1.942 2.310 -0.379
H -0.879 3.001 -1.644
H 1.490 1.962 -1.595
H 3.762 2.785 -2.130
H 4.986 4.225 -0.482
H 3.965 4.705 1.760
H 1.675 3.884 2.255

No. 4
ORCA calculation (ωB97M-V/def2-TZVPD) on a single C4H7NO molecule.

The value obtained for the HOMO-LUMO gap is 10.47 eV. The SMILES is O[C@H]1C[C@H]2N[C@@H]12. The highest occupied orbital energy comes out at -0.347 hartree.

CARTESIAN COORDINATES (ANGSTROEM)
O 1.860 0.730 0.392
C 0.931 0.229 -0.520
C 0.318 -1.178 -0.194
C -1.017 -0.489 0.052
N -0.777 0.588 1.036
C -0.484 0.822 -0.386
H 1.363 0.783 1.227
H 1.368 0.302 -1.518
H 0.754 -1.703 0.661
H 0.313 -1.830 -1.074
H -2.014 -0.913 0.009
H -1.679 1.014 1.240
H -0.937 1.647 -0.926

No. 5
ORCA calculation (ωB97M-V/def2-TZVPD) on a molecular structure, C35H33BrCrN7O7S in a non-equilibrium geometry.

As for the total charge: -1. The value obtained for the HOMO-LUMO gap (alpha / beta) is 7.32 / 8.14 eV. Its multiplicity is 5. The expectation value of S² is 6.0097. The highest occupied orbital energy (alpha / beta) comes out at -0.183 / -0.213 hartree.

CARTESIAN COORDINATES (ANGSTROEM)
Cr 0.162 0.017 0.043
N 5.076 0.118 6.192
C 3.853 0.085 5.535
C 3.021 -1.031 5.650
C 1.786 -1.041 5.033
C 1.371 0.055 4.298
C 2.156 1.188 4.222
C 3.401 1.197 4.825
S -0.215 -0.015 3.455
O -0.730 1.321 3.304
O -1.054 -0.917 4.214
N -0.020 -0.610 1.938
C 0.464 -1.837 1.801
N 0.229 -2.387 0.582
C 0.777 -3.564 0.341
C 1.551 -4.233 1.286
C 1.680 -3.612 2.514
N 1.141 -2.432 2.783
H 5.476 -0.786 6.388
H 5.742 0.781 5.825
H 3.353 -1.886 6.224
H 1.128 -1.891 5.096
H 1.784 2.039 3.676
H 4.036 2.072 4.763
H 0.577 -3.997 -0.629
H 1.999 -5.191 1.082
H 2.237 -4.053 3.330
Br 5.337 3.753 -4.405
C 3.993 3.349 -3.123
C 3.904 4.107 -1.968
N 2.923 3.925 -1.096
C 2.012 2.998 -1.338
C 2.041 2.163 -2.455
C 3.074 2.352 -3.379
C 0.937 1.175 -2.767
O 0.710 0.897 -3.943
O 0.261 0.741 -1.777
H 4.596 4.912 -1.753
H 1.199 2.934 -0.622
H 3.098 1.745 -4.271
C -1.763 -1.582 -2.282
C -2.487 -1.315 -0.966
O -2.018 -0.162 -0.282
C -2.542 1.066 -0.772
C -2.266 2.134 0.273
H -2.168 -2.474 -2.754
H -0.702 -1.723 -2.083
H -1.866 -0.746 -2.972
H -2.315 -2.145 -0.274
H -3.570 -1.203 -1.132
H -3.626 0.951 -0.931
H -2.061 1.324 -1.727
H -2.786 1.901 1.198
H -2.577 3.110 -0.091
H -1.197 2.144 0.500
O 1.638 1.924 1.475
C 2.453 1.108 1.083
N 3.774 1.063 1.415
C 4.473 0.128 0.563
C 3.257 -0.544 -0.144
O 3.327 -1.484 -0.915
N 2.148 0.097 0.233
C 5.409 0.827 -0.415
C 6.146 1.932 0.000
C 7.042 2.548 -0.856
C 7.229 2.061 -2.136
C 6.494 0.968 -2.559
C 5.586 0.358 -1.710
C 5.297 -0.886 1.334
C 5.795 -0.582 2.594
C 6.613 -1.476 3.263
C 6.938 -2.694 2.690
C 6.437 -3.006 1.439
C 5.633 -2.107 0.761
H 4.205 1.865 1.842
H 6.038 2.319 1.003
H 7.599 3.411 -0.521
H 7.931 2.536 -2.804
H 6.629 0.591 -3.561
H 5.012 -0.490 -2.050
H 5.545 0.362 3.054
H 7.014 -1.212 4.232
H 7.579 -3.391 3.214
H 6.683 -3.954 0.978
H 5.246 -2.360 -0.213

No. 6
ORCA calculation (ωB97M-V/def2-TZVPD) on a single C6H12O molecule.

The value obtained for the HOMO-LUMO gap is 8.84 eV. The highest occupied orbital energy comes out at -0.292 hartree.

CARTESIAN COORDINATES (ANGSTROEM)
C -1.312 2.419 -0.228
C -1.063 0.937 -0.547
C -1.233 0.290 0.814
C 0.299 -2.019 -0.597
C 1.370 -1.570 0.397
C 1.193 -0.138 0.889
O -0.139 -0.031 1.456
H -2.252 2.521 0.320
H -0.513 2.811 0.411
H -1.357 3.026 -1.135
H -1.865 0.562 -1.193
H -0.121 0.812 -1.093
H -0.707 -1.823 -0.204
H 0.363 -3.095 -0.779
H 0.390 -1.503 -1.559
H 2.366 -1.661 -0.054
H 1.353 -2.226 1.274
H 1.868 0.081 1.719
H 1.358 0.607 0.108

No. 7
ORCA calculation (ωB97M-V/def2-TZVPD) on a molecular structure, C3H3OY in a non-equilibrium geometry.

As for the total charge: +3. The value obtained for the HOMO-LUMO gap (alpha / beta) is 6.91 / 7.96 eV. Its multiplicity is 2. The expectation value of S² is 0.7541. The highest occupied orbital energy (alpha / beta) comes out at -0.858 / -0.899 hartree.

CARTESIAN COORDINATES (ANGSTROEM)
C 0.095 0.163 0.860
C 0.912 -0.173 -0.179
H 1.181 -1.237 -0.305
H 1.527 0.564 -0.710
Y 0.465 1.633 2.753
C -1.037 -0.676 -1.735
O -1.966 -0.417 -1.075
H -1.176 0.144 0.391

No. 8
ORCA calculation (ωB97M-V/def2-TZVPD) on a molecular structure, C2H3N4 in a non-equilibrium geometry.

As for the total charge: +1. The value obtained for the HOMO-LUMO gap is 7.98 eV. The highest occupied orbital energy comes out at -0.559 hartree.

CARTESIAN COORDINATES (ANGSTROEM)
C 2.594 0.657 -0.079
C 0.893 -0.288 0.036
N 2.029 -1.021 -0.013
N 3.263 -0.365 0.045
N 1.320 1.071 0.005
N -0.349 -0.771 -0.036
H 0.766 1.889 0.191
H -0.739 -1.558 0.414
H -1.105 -0.176 -0.430

No. 9
ORCA calculation (ωB97M-V/def2-TZVPD) on a molecular structure, C6H14N2 in a non-equilibrium geometry.

The value obtained for the HOMO-LUMO gap is 7.68 eV. The highest occupied orbital energy comes out at -0.256 hartree.

CARTESIAN COORDINATES (ANGSTROEM)
C -1.425 1.260 0.370
C -1.014 -0.138 0.813
N -1.186 -1.128 -0.491
N -1.563 -0.523 1.948
H -1.383 -2.051 -0.112
H -1.960 -0.826 -1.091
H -1.334 -1.496 2.157
H -1.155 1.981 1.139
H -0.973 1.551 -0.578
H -2.513 1.280 0.265
C 1.044 -0.259 -1.940
C 1.508 0.980 0.853
C 0.709 -0.963 -0.660
C 0.755 -0.320 0.642
H 0.921 -2.027 -0.691
H 1.003 -1.035 1.425
H 2.135 -0.229 -2.046
H 0.642 -0.789 -2.806
H 1.314 1.715 0.071
H 2.590 0.821 0.887
H 1.202 1.426 1.803
H 0.685 0.769 -1.961

No. 10
ORCA calculation (ωB97M-V/def2-TZVPD) on 2 unconnected molecules or ions with the total composition C4H7NS in a non-equilibrium geometry.

The value obtained for the HOMO-LUMO gap (alpha / beta) is 7.72 / 7.02 eV. The highest occupied orbital energy (alpha / beta) comes out at -0.264 / -0.244 hartree.

CARTESIAN COORDINATES (ANGSTROEM)
C -0.804 -0.018 0.040
C 1.916 -1.127 -1.776
C 1.760 -0.228 -0.608
C -2.118 1.028 1.839
N -1.002 0.508 1.110
S 2.722 -1.679 -0.318
H -1.018 -0.375 -0.912
H 1.166 -1.862 -2.308
H 2.598 -0.804 -2.586
H 2.030 0.912 -0.628
H -1.765 1.454 2.802
H -2.871 0.269 1.958
H -2.611 1.922 1.386

No. 11
ORCA calculation (ωB97M-V/def2-TZVPD) on 2 unconnected molecules or ions with the total composition C7H17N6O2.

As for the total charge: +1. The value obtained for the HOMO-LUMO gap is 8.51 eV. The highest occupied orbital energy comes out at -0.431 hartree.

CARTESIAN COORDINATES (ANGSTROEM)
N 3.763 -0.216 -0.295
C 3.902 1.055 -1.003
C 2.594 1.612 -1.595
C 1.756 2.330 -0.549
C 0.333 2.701 -0.992
N -0.333 1.669 -1.780
C -1.067 0.697 -1.276
N -1.658 -0.276 -1.995
C -2.292 -1.017 -1.115
N -2.132 -0.581 0.127
N -1.336 0.529 0.034
H 3.093 -0.811 -0.763
H 3.486 -0.094 0.669
H 4.362 1.789 -0.343
H 4.574 0.878 -1.844
H 2.072 0.765 -2.046
H 2.857 2.290 -2.412
H 2.262 3.267 -0.313
H 1.703 1.739 0.368
H 0.324 3.619 -1.576
H -0.286 2.908 -0.116
H -0.193 1.638 -2.777
H -2.890 -1.889 -1.326
H -2.490 -0.925 1.013
H -1.048 1.038 0.852
C -3.514 -4.008 3.033
N -2.488 -2.931 2.985
O -1.354 -3.198 3.274
O -2.873 -1.808 2.663
H -3.024 -4.925 3.338
H -4.271 -3.701 3.748
H -3.942 -4.094 2.039

No. 12
ORCA calculation (ωB97M-V/def2-TZVPD) on 2 unconnected molecules or ions with the total composition C5H13N2OS in a non-equilibrium geometry.

As for the total charge: +1. The value obtained for the HOMO-LUMO gap is 10.81 eV. The highest occupied orbital energy comes out at -0.503 hartree.

CARTESIAN COORDINATES (ANGSTROEM)
C 0.774 -1.402 0.944
C 0.832 -2.026 -0.459
C -0.968 -0.593 -0.228
C 1.734 1.852 -0.525
C -2.614 1.281 0.764
N -0.325 -0.409 0.920
N -0.519 -1.580 -0.950
O 1.127 0.815 -1.279
S -2.309 0.443 -0.845
H 0.428 -2.172 1.619
H 1.782 -0.945 1.389
H 1.658 -1.875 -1.158
H 0.704 -3.068 -0.363
H 1.983 2.699 -1.128
H 2.431 1.350 0.127
H 0.925 2.113 0.113
H -3.141 2.231 0.697
H -1.730 1.679 1.113
H -3.127 0.663 1.507
H -0.661 0.052 1.686
H 1.682 0.501 -2.007
H -0.667 -1.610 -1.939